[1]
ORCA calculation (ωB97M-V/def2-TZVPD) on a structure of composition C17H11FO5Rb at a distorted geometry.

Geometry as ORCA input:
```
! wB97M-V def2-TZVPD RIJCOSX def2/J DEFGRID3
* xyz 1 1
Rb -1.865 2.240 -1.677
C -8.988 7.447 -1.196
C -9.688 6.389 -2.061
O -8.690 5.401 -2.279
C -7.511 5.757 -1.760
O -6.472 5.133 -1.815
O -7.631 7.006 -1.195
F -10.030 6.931 -3.274
H -9.533 7.478 -0.253
H -9.013 8.429 -1.668
H -10.584 5.854 -1.747
C 2.761 -3.752 -2.713
C 3.325 -4.938 -2.332
C 3.915 -5.027 -1.050
C 3.913 -3.970 -0.116
C 3.168 -2.770 -0.510
C 2.631 -2.669 -1.856
C 3.119 -1.519 0.278
O 2.526 -0.484 -0.070
C 3.680 -1.683 1.657
C 3.602 -0.610 2.530
C 4.177 -0.696 3.837
C 4.664 -1.938 4.295
C 4.721 -3.030 3.473
C 4.251 -2.930 2.180
C 4.476 -4.115 1.295
O 5.068 -5.160 1.553
H 2.391 -3.819 -3.726
H 3.431 -5.885 -2.841
H 4.407 -5.943 -0.759
H 2.022 -1.811 -2.098
H 3.189 0.366 2.318
H 4.166 0.116 4.550
H 5.169 -1.866 5.248
H 5.231 -3.931 3.782
*
```

HOMO-LUMO gap in eV: 7.27
Calculated total energy in Eh: -1154.3657
Molar mass in g/mol: 399.736

***

[2]
ORCA calculation (ωB97M-V/def2-TZVPD) on a structure of composition C17H12BCl2F3LiN5O3 at a distorted geometry.

Geometry as ORCA input:
```
! wB97M-V def2-TZVPD RIJCOSX def2/J DEFGRID3
* xyz -2 1
Li -0.598 -0.635 -0.147
Cl 0.013 -0.409 4.681
C 1.249 -0.395 3.463
C 2.563 -0.386 3.882
C 3.574 -0.341 2.949
Cl 5.226 -0.382 3.514
C 3.302 -0.302 1.575
C 4.285 -0.218 0.567
C 3.898 -0.252 -0.746
C 2.531 -0.327 -1.044
N 1.601 -0.354 -0.129
C 1.938 -0.350 1.154
C 0.830 -0.397 2.102
O -0.357 -0.434 1.743
H 2.788 -0.401 4.941
H 5.326 -0.126 0.848
H 4.620 -0.200 -1.548
H 2.193 -0.342 -2.068
B -3.197 2.155 -0.592
N -3.459 0.641 -0.493
C -4.696 0.152 -0.328
C -4.638 -1.225 -0.423
C -3.286 -1.481 -0.649
N -2.603 -0.348 -0.693
N -1.720 2.579 -0.493
C -1.369 3.862 -0.315
C 0.009 3.948 -0.367
C 0.408 2.628 -0.585
N -0.646 1.828 -0.664
H -3.793 2.694 0.314
H -3.620 2.532 -1.669
H -5.536 0.797 -0.144
H -5.445 -1.933 -0.338
H -2.794 -2.423 -0.792
H -2.103 4.631 -0.164
H 0.625 4.823 -0.258
H 1.404 2.244 -0.694
F -0.024 -3.747 -3.895
C 0.334 -2.905 -2.889
F 1.670 -2.732 -3.065
F -0.229 -1.724 -3.197
C -0.023 -3.470 -1.404
O 0.023 -4.688 -1.339
O -0.272 -2.588 -0.597
*
```

HOMO-LUMO gap in eV: 6.11
Calculated total energy in Eh: -2407.1459
Molar mass in g/mol: 479.968

***

[3]
ORCA calculation (ωB97M-V/def2-TZVPD) on a structure of composition C17H12BrN3OSn.

Geometry as ORCA input:
```
! wB97M-V def2-TZVPD RIJCOSX def2/J DEFGRID3
* xyz 4 1
Sn -12.445 1.630 -2.286
O -18.315 3.128 -3.640
C -17.045 2.966 -3.412
C -16.051 3.932 -3.670
C -14.749 3.640 -3.386
N -14.375 2.441 -2.858
C -15.351 1.535 -2.622
Br -14.635 -0.079 -1.884
C -16.667 1.712 -2.862
H -18.554 3.991 -4.016
H -16.305 4.897 -4.089
H -13.961 4.359 -3.572
H -17.416 0.958 -2.656
C 11.359 -4.279 3.064
C 9.972 -4.449 3.169
N 9.057 -3.585 2.664
C 9.452 -2.420 2.274
C 10.851 -2.041 2.291
C 11.807 -3.041 2.695
C 11.219 -0.855 1.738
C 10.226 0.110 1.264
C 8.906 -0.211 1.165
C 7.905 0.735 0.754
C 6.585 0.383 0.837
C 6.293 -0.932 1.215
N 7.200 -1.805 1.721
C 8.453 -1.487 1.673
H 12.031 -5.061 3.389
H 9.557 -5.304 3.694
H 12.860 -2.788 2.731
H 12.268 -0.602 1.616
H 10.573 1.104 1.003
H 8.210 1.699 0.363
H 5.795 1.052 0.527
H 5.290 -1.331 1.103
*
```

HOMO-LUMO gap in eV: 6.08
Calculated total energy in Eh: -3681.3439
Molar mass in g/mol: 472.918

***

[4]
ORCA calculation (ωB97M-V/def2-TZVPD) on a cluster of 2 separate species, C17H12F3N2O4S in total at a distorted geometry.

Geometry as ORCA input:
```
! wB97M-V def2-TZVPD RIJCOSX def2/J DEFGRID3
* xyz -1 1
N -6.016 0.609 2.798
C -4.851 0.471 2.785
C -3.426 0.313 2.715
C -2.860 -0.973 2.645
C -1.490 -1.121 2.476
C -0.649 0.017 2.311
C 0.762 -0.164 2.014
C 1.729 0.779 2.295
N 3.040 0.397 2.584
O 3.954 1.243 2.791
O 3.237 -0.841 2.681
C -1.219 1.302 2.510
C -2.596 1.446 2.668
H -3.508 -1.846 2.755
H -1.032 -2.110 2.519
H 1.121 -1.171 1.779
H 1.513 1.831 2.431
H -0.556 2.172 2.571
H -3.029 2.444 2.787
F 4.658 1.954 -1.084
C 3.355 1.985 -1.419
F 2.685 2.773 -0.535
F 3.231 2.533 -2.657
S 2.667 0.243 -1.421
C 0.996 0.568 -1.647
C 0.202 -0.362 -2.391
C -1.025 0.058 -3.014
C -1.924 -0.871 -3.550
C -1.558 -2.228 -3.564
C -0.293 -2.640 -3.128
C 0.599 -1.715 -2.595
O 3.216 -0.330 -2.639
O 3.013 -0.346 -0.138
H 0.821 1.631 -1.817
H -1.207 1.136 -3.069
H -2.896 -0.518 -3.939
H -2.285 -2.948 -3.910
H 0.002 -3.696 -3.203
H 1.623 -2.022 -2.396
*
```

HOMO-LUMO gap in eV: 4.28
Calculated total energy in Eh: -1763.1516
Molar mass in g/mol: 397.354

***

[5]
ORCA calculation (ωB97M-V/def2-TZVPD) on a structure of composition C17H12F5N3OS2SeTl.

Geometry as ORCA input:
```
! wB97M-V def2-TZVPD RIJCOSX def2/J DEFGRID3
* xyz -1 1
Tl -2.380 -0.561 -3.346
N 1.254 -0.170 -1.517
N 0.566 -1.105 -0.685
C -1.643 -2.284 -1.084
N -2.809 -2.675 -0.441
S -1.346 -3.003 -2.653
H 0.931 -0.297 -2.480
H 0.908 0.736 -1.212
H 1.071 -1.985 -0.620
H -3.100 -2.144 0.364
H -3.544 -2.993 -1.049
C 1.414 0.192 6.355
C 1.597 -1.177 6.956
O 1.918 -1.337 8.108
S 1.338 -2.647 5.970
C 0.891 -2.083 4.352
C -0.449 -1.878 4.015
C -0.799 -1.429 2.761
C 0.176 -1.165 1.779
C 1.521 -1.387 2.128
C 1.866 -1.841 3.385
C -0.191 -0.650 0.497
C -0.880 -1.283 -0.581
H 0.741 0.754 7.003
H 1.031 0.179 5.340
H 2.385 0.690 6.369
H -1.214 -2.077 4.757
H -1.842 -1.263 2.519
H 2.298 -1.178 1.401
H 2.908 -2.008 3.632
F -0.709 5.924 -5.350
C -0.551 4.599 -5.266
C -1.346 3.749 -6.014
F -2.276 4.260 -6.831
C -1.176 2.379 -5.910
F -1.982 1.613 -6.656
C -0.221 1.797 -5.083
Se 0.020 -0.087 -4.950
C 0.551 2.685 -4.342
F 1.490 2.222 -3.504
C 0.405 4.058 -4.423
F 1.177 4.873 -3.691
*
```

HOMO-LUMO gap in eV: 6.27
Calculated total energy in Eh: -4764.1070
Molar mass in g/mol: 716.770

***

[6]
ORCA calculation (ωB97M-V/def2-TZVPD) on an isolated molecule of C17H13F2N7O at a distorted geometry.

Geometry as ORCA input:
```
! wB97M-V def2-TZVPD RIJCOSX def2/J DEFGRID3
* xyz 0 1
C -0.814 2.092 1.503
C -0.403 1.019 0.539
C -0.979 1.088 -0.822
C -0.142 0.862 -1.964
F 1.073 0.238 -1.822
C -0.652 0.932 -3.226
C -1.903 1.502 -3.464
N -2.299 1.616 -4.783
C -3.523 2.133 -4.940
C -4.381 2.408 -3.838
C -3.978 2.322 -2.570
C -2.787 1.615 -2.339
C -2.325 1.336 -1.055
F -3.217 1.569 -0.008
N -0.636 -0.381 0.943
N -1.829 -0.800 1.495
N -1.530 -1.851 2.091
C -0.191 -2.148 1.942
N 0.418 -3.120 2.720
C 1.725 -3.174 2.548
C 2.502 -2.137 1.877
C 4.010 -2.124 1.967
C 4.493 -2.004 3.458
N 4.680 -3.215 1.341
O 5.775 -2.905 0.769
N 1.891 -1.167 1.024
C 0.492 -1.169 1.191
H -0.367 3.090 1.247
H -1.881 2.237 1.650
H -0.419 1.761 2.440
H 0.644 1.192 0.300
H -0.151 0.715 -4.156
H -3.894 2.229 -5.945
H -5.348 2.838 -4.122
H -4.734 2.580 -1.885
H 2.315 -3.936 2.935
H 4.338 -1.227 1.477
H 5.580 -1.614 3.449
H 4.544 -3.003 3.898
H 3.903 -1.396 4.138
*
```

HOMO-LUMO gap in eV: 8.07
Calculated total energy in Eh: -1313.6733
Molar mass in g/mol: 369.335

***

Question: Which of these has the lowest HOMO-LUMO gap?
Answer: C17H12F3N2O4S

***

Question: Which value of HOMO-LUMO gap does entry 1 give?
Answer: 7.27 eV

***

Repeat the second record exactly.
ORCA calculation (ωB97M-V/def2-TZVPD) on a structure of composition C17H12BCl2F3LiN5O3 at a distorted geometry.

Geometry as ORCA input:
```
! wB97M-V def2-TZVPD RIJCOSX def2/J DEFGRID3
* xyz -2 1
Li -0.598 -0.635 -0.147
Cl 0.013 -0.409 4.681
C 1.249 -0.395 3.463
C 2.563 -0.386 3.882
C 3.574 -0.341 2.949
Cl 5.226 -0.382 3.514
C 3.302 -0.302 1.575
C 4.285 -0.218 0.567
C 3.898 -0.252 -0.746
C 2.531 -0.327 -1.044
N 1.601 -0.354 -0.129
C 1.938 -0.350 1.154
C 0.830 -0.397 2.102
O -0.357 -0.434 1.743
H 2.788 -0.401 4.941
H 5.326 -0.126 0.848
H 4.620 -0.200 -1.548
H 2.193 -0.342 -2.068
B -3.197 2.155 -0.592
N -3.459 0.641 -0.493
C -4.696 0.152 -0.328
C -4.638 -1.225 -0.423
C -3.286 -1.481 -0.649
N -2.603 -0.348 -0.693
N -1.720 2.579 -0.493
C -1.369 3.862 -0.315
C 0.009 3.948 -0.367
C 0.408 2.628 -0.585
N -0.646 1.828 -0.664
H -3.793 2.694 0.314
H -3.620 2.532 -1.669
H -5.536 0.797 -0.144
H -5.445 -1.933 -0.338
H -2.794 -2.423 -0.792
H -2.103 4.631 -0.164
H 0.625 4.823 -0.258
H 1.404 2.244 -0.694
F -0.024 -3.747 -3.895
C 0.334 -2.905 -2.889
F 1.670 -2.732 -3.065
F -0.229 -1.724 -3.197
C -0.023 -3.470 -1.404
O 0.023 -4.688 -1.339
O -0.272 -2.588 -0.597
*
```

HOMO-LUMO gap in eV: 6.11
Calculated total energy in Eh: -2407.1459
Molar mass in g/mol: 479.968

***

Question: Number 1 is which compound?
Answer: C17H11FO5Rb